111
Properties=species:S:1:pos:R:3:forces:R:3:lowdin_charge:R:1 method="wB97M-V/def2-TZVPD" charge=-2 molar_mass_g_mol=1531.34 multiplicity=1 lumo_energy_ev=3.147 total_energy_ev=-429495.4493
Cs -1.884331 0.915786 0.087673 0.658 -1.006 2.802 1.16
Se -3.223625 4.593818 3.831080 -0.106 0.379 0.073 -0.29
Se -2.449833 2.413708 3.972406 -0.446 -0.385 0.017 -0.22
Se -0.350904 2.258270 3.016370 0.296 0.254 0.045 -0.19
Se 1.138263 2.067724 4.760357 0.359 -0.043 0.437 -0.03
N -1.565274 -2.478802 2.693136 0.200 -0.027 -0.229 0.10
C -2.765021 -1.968378 3.058552 -0.715 -0.254 0.335 -0.67
N -3.261975 -0.858307 2.658151 0.376 0.250 -0.396 0.08
C -4.513166 -0.622560 3.184156 -0.290 -0.276 0.340 -0.33
C -5.291138 0.511033 2.967238 0.048 0.047 -0.071 -0.05
C -6.520407 0.614428 3.593781 -0.003 0.025 -0.037 -0.08
C -6.995106 -0.396131 4.427737 -0.045 -0.085 0.060 -0.11
C -6.243223 -1.539908 4.648236 0.014 0.017 -0.017 -0.12
C -5.008720 -1.635803 4.027368 0.118 0.010 -0.090 -0.49
S -3.827499 -2.915629 4.146415 0.148 0.183 -0.157 1.02
H -0.841104 -1.776826 2.493839 -0.049 -0.042 0.056 0.06
H -1.232688 -3.245816 3.252794 0.071 0.053 0.066 0.08
H -4.908654 1.312394 2.349083 0.024 0.014 0.040 0.10
H -7.113734 1.506996 3.444602 0.013 0.009 -0.002 0.10
H -7.952919 -0.285632 4.921018 -0.010 0.003 -0.029 0.09
H -6.599597 -2.334130 5.292214 -0.031 0.035 0.024 0.10
F 4.902092 -2.712769 -4.371031 0.025 -0.021 -0.010 0.03
C 4.170280 -1.860856 -3.607399 -0.067 0.063 0.003 -0.30
C 3.709207 -0.688756 -4.167919 0.058 -0.069 -0.041 -0.02
C 2.959265 0.175679 -3.376209 -0.003 -0.043 0.044 -0.11
C 2.663217 -0.121012 -2.048253 -0.242 0.093 0.002 -0.35
C 3.143484 -1.324119 -1.531330 -0.020 0.056 -0.014 -0.15
C 3.904761 -2.198001 -2.295729 0.059 -0.073 0.055 -0.03
Sb 1.476881 1.179256 -0.723992 1.171 0.312 -0.341 1.53
C 1.583109 2.805216 -2.143843 -0.130 -0.192 0.096 -0.38
C 0.752949 2.733927 -3.261532 0.067 -0.002 0.027 -0.17
C 0.720411 3.752776 -4.204346 -0.027 0.011 -0.090 -0.02
C 1.527379 4.853550 -4.001831 0.029 -0.091 0.061 -0.29
F 1.517616 5.849046 -4.923042 -0.019 0.041 -0.009 0.03
C 2.345260 4.972788 -2.897960 0.002 0.059 -0.046 -0.01
C 2.365617 3.939843 -1.968787 -0.023 -0.001 -0.010 -0.09
C 3.300624 1.714802 0.311726 -0.192 -0.077 -0.044 -0.38
C 4.526655 1.839539 -0.343381 0.025 -0.033 0.043 -0.14
C 5.681032 2.136789 0.365333 0.099 -0.002 -0.032 -0.02
C 5.594294 2.305002 1.736892 -0.198 -0.002 -0.065 -0.28
F 6.719893 2.607941 2.418296 0.076 -0.013 0.037 0.05
C 4.401914 2.190236 2.418599 0.147 0.016 0.098 0.00
C 3.256406 1.894778 1.692442 -0.211 0.003 -0.130 -0.14
H 3.941885 -0.457002 -5.199546 0.001 -0.007 -0.001 0.11
H 2.607424 1.101575 -3.812308 0.030 0.006 -0.033 0.08
H 2.926504 -1.591245 -0.504138 0.019 -0.066 -0.011 0.07
H 4.291331 -3.121756 -1.882861 -0.001 -0.009 -0.016 0.12
H 0.110600 1.868292 -3.400496 -0.032 0.026 -0.044 0.11
H 0.079021 3.705465 -5.075072 0.005 0.004 -0.001 0.12
H 2.948275 5.862516 -2.771769 -0.006 0.003 0.007 0.11
H 2.996267 4.030342 -1.093093 0.016 0.015 -0.002 0.10
H 4.584431 1.700346 -1.417228 0.034 -0.006 -0.006 0.10
H 6.641218 2.232604 -0.125226 0.006 -0.004 0.009 0.11
H 4.353373 2.325214 3.491901 -0.059 0.010 0.005 0.11
H 2.316283 1.810940 2.229381 0.068 0.004 0.123 0.00
N -1.433645 4.522273 -1.476736 -0.064 0.065 -0.031 0.17
C -1.229999 4.112794 -0.171684 0.383 0.455 -0.034 -0.70
N -1.799962 4.868810 0.774923 0.013 -0.053 0.198 0.17
O -0.497918 3.151636 0.083129 0.355 1.022 -0.423 -0.40
H -2.300208 4.998311 -1.668294 -0.028 -0.044 -0.001 0.09
H -1.206699 3.812927 -2.153970 -0.068 -0.067 0.006 0.06
H -2.483661 5.570141 0.557173 -0.036 -0.031 -0.051 0.09
H -1.766608 4.600466 1.758736 -0.055 -0.055 -0.027 -0.05
N 0.086261 -1.629632 -0.523839 -0.074 -0.241 0.107 0.13
C 0.167107 -2.653244 -1.054924 -0.083 0.170 0.045 -0.25
N 0.274260 -3.823511 -1.652534 0.078 -0.075 0.004 -0.09
C 0.779337 -3.941584 -3.014039 -0.088 -0.095 -0.164 -0.11
C -0.324473 -4.493871 -3.906113 0.041 0.065 0.074 -0.18
O -0.824184 -5.714962 -3.383291 0.012 -0.012 0.006 -0.14
C -1.406283 -5.524393 -2.102762 0.061 0.087 0.055 -0.18
C -0.374167 -5.007906 -1.106337 -0.126 -0.142 -0.100 -0.11
H 1.626387 -4.635352 -3.017098 0.028 0.054 -0.006 0.13
H 1.118251 -2.966265 -3.360313 0.034 0.007 0.031 0.13
H 0.056767 -4.716553 -4.902223 0.009 0.037 0.000 0.13
H -1.137409 -3.759860 -3.982265 0.010 -0.015 -0.019 0.13
H -1.787955 -6.496658 -1.792812 -0.031 0.032 0.042 0.12
H -2.236865 -4.810185 -2.171654 0.003 -0.026 -0.003 0.13
H 0.385002 -5.778389 -0.934246 -0.011 0.018 0.030 0.13
H -0.848669 -4.749633 -0.160825 0.029 -0.001 0.014 0.13
O 6.995303 -1.222480 1.689294 0.031 0.164 -0.030 -0.05
C 5.902135 -1.647457 0.914110 -0.085 -0.231 0.031 -0.26
N 4.612786 -1.376026 1.511772 0.090 0.136 0.189 0.10
C 4.367047 -1.857190 2.774547 0.206 -0.112 -0.413 -0.42
O 5.211000 -2.549570 3.348406 -0.115 0.020 0.001 0.03
C 3.060968 -1.529453 3.361225 -0.293 0.064 0.399 -0.12
C 2.874907 -1.693701 4.749199 0.143 0.008 -0.218 -0.02
C 1.681923 -1.330928 5.305952 -0.125 0.142 -0.026 -0.10
C 0.682371 -0.797446 4.474626 -0.081 -0.232 -0.217 -0.28
N 0.766297 -0.851225 3.132673 0.164 -0.217 0.128 0.00
C 1.948648 -1.153651 2.611956 0.122 -0.049 -0.017 -0.11
H 6.858774 -1.642884 2.551567 0.009 -0.050 0.017 0.07
H 5.964244 -2.730300 0.744868 0.004 0.068 -0.008 0.12
H 5.951262 -1.129348 -0.042167 -0.026 0.007 0.022 0.12
H 4.154663 -0.511028 1.257168 -0.007 0.052 -0.015 0.09
H 3.690847 -2.085855 5.341776 0.019 0.015 0.000 0.11
H 1.507231 -1.394199 6.371328 0.018 0.039 0.005 0.10
H -0.293931 -0.547065 4.871690 0.057 0.131 0.019 0.09
H 1.982906 -1.147240 1.524196 0.057 -0.020 0.008 0.08
Br -7.767656 1.864984 -5.389005 0.015 -0.017 0.074 0.68
C -7.108685 1.229242 -3.715976 -0.011 0.027 -0.130 -0.67
C -8.000353 0.743139 -2.777445 0.006 -0.031 0.020 -0.22
N -7.592812 0.271296 -1.604540 -0.034 -0.031 0.075 0.07
C -6.286557 0.259862 -1.348965 -0.042 -0.063 -0.039 -0.07
C -5.325391 0.738986 -2.233070 0.109 0.055 0.004 -0.10
C -5.752679 1.247645 -3.450272 -0.035 0.005 0.105 -0.06
C -3.837273 0.693795 -1.895938 -0.758 -0.230 -0.827 -0.83
O -3.211163 1.771315 -1.975692 -0.523 0.549 -1.071 -0.23
O -3.386513 -0.417244 -1.561183 -0.713 -0.622 -0.706 -0.23
H -9.066863 0.723205 -2.970770 0.016 0.046 -0.054 0.09
H -5.989201 -0.153512 -0.391483 0.054 0.012 -0.015 0.12
H -5.037186 1.639830 -4.160358 -0.002 0.036 0.010 0.12

106
Properties=species:S:1:pos:R:3:forces:R:3:lowdin_charge:R:1 method="wB97M-V/def2-TZVPD" smiles=ClC(Cl)(Cl)Cl.ClC(Cl)(Cl)Cl.Oc1ccc(O)cc1.Oc1ccc(O)cc1.Oc1ccc(O)cc1.Oc1ccc(O)cc1.Oc1ccc(O)cc1.Oc1ccc(O)cc1.Fc1ccccc1 charge=0 molar_mass_g_mol=1064.42 multiplicity=1 lumo_energy_ev=-0.080 de_lowest_kcal_mol=50.2 total_energy_ev=-173756.4352
F -5.936943 -2.929852 -2.295634 -1.112 0.016 -0.644 0.01
C -6.703523 -2.756072 -3.438634 0.746 0.620 -0.970 -0.24
C -5.977013 -2.501642 -4.604204 0.135 -0.427 1.255 -0.01
C -6.641133 -2.350342 -5.802784 0.537 -0.359 -0.653 -0.09
C -8.008803 -2.442392 -5.883814 0.287 0.832 1.073 -0.10
C -8.720343 -2.516502 -4.685704 -0.222 -0.766 -1.413 -0.08
C -8.082283 -2.750352 -3.468454 -0.196 -0.351 0.475 -0.02
H -4.911513 -2.521132 -4.428864 0.255 0.239 -0.655 0.11
H -6.171243 -2.213852 -6.765574 0.757 0.038 0.234 0.11
H -8.409503 -2.333402 -6.880784 -0.671 -0.039 0.247 0.10
H -9.785673 -2.520872 -4.863064 -0.284 -0.089 0.914 0.10
H -8.638353 -3.045362 -2.590864 -0.145 0.359 0.141 0.11
C -2.343273 2.098438 -3.076714 1.196 1.216 1.191 -0.01
C -1.729813 3.269268 -2.629904 -0.614 1.848 -0.909 0.01
C -2.462513 4.494418 -2.669524 -0.232 -3.526 -0.710 -0.35
C -3.816623 4.410718 -2.954564 0.558 2.142 0.569 -0.04
C -4.435503 3.267648 -3.293484 -0.879 -0.967 -0.301 -0.03
C -3.678363 2.129208 -3.385544 -0.199 -2.035 -0.040 -0.33
O -4.291033 0.955048 -3.724034 -0.763 0.367 -0.307 0.04
O -1.851693 5.678918 -2.703804 1.206 1.481 0.794 0.05
H -1.722813 1.214548 -3.063294 -0.286 -0.346 -0.267 0.11
H -0.664833 3.337128 -2.463724 0.125 -0.203 0.178 0.11
H -4.351133 5.348878 -2.930714 -0.282 0.134 -0.152 0.12
H -5.491893 3.235168 -3.515704 -0.042 -0.067 -0.015 0.12
H -3.700203 0.216088 -3.561364 0.236 -0.369 -0.013 0.05
H -2.222793 6.245588 -2.023534 0.009 0.300 0.016 0.11
C 5.008477 -3.651632 2.816706 0.010 -0.369 1.461 -0.04
C 5.142657 -2.812992 1.752866 -2.070 0.477 -1.857 0.01
C 4.012257 -2.735332 0.893796 1.034 -1.105 0.108 -0.27
C 2.890207 -3.559362 1.061246 0.467 -0.112 -0.029 -0.03
C 2.816467 -4.453102 2.099636 1.630 0.217 2.120 0.00
C 3.912317 -4.472412 3.026876 -1.200 -0.052 -1.025 -0.30
O 3.939947 -5.356552 4.090876 -0.525 -0.069 -0.198 0.02
O 4.069727 -1.971962 -0.245834 -0.014 -0.166 0.379 0.01
H 5.706747 -3.595772 3.638716 0.535 -0.344 -0.147 0.12
H 6.040837 -2.258532 1.524316 -0.057 0.232 0.199 0.12
H 2.093697 -3.654512 0.338126 0.009 0.682 -0.334 0.12
H 1.909267 -5.012662 2.273646 0.167 -0.354 0.002 0.11
H 4.000887 -4.876272 4.919856 0.077 0.102 0.062 0.10
H 3.195597 -1.577362 -0.288034 -0.684 0.682 -0.674 0.07
C 0.059257 5.438888 2.407326 1.123 0.672 -0.672 -0.02
C 0.796607 4.868638 1.368096 -0.588 -1.274 0.862 0.01
C 0.354757 3.653248 0.718266 -0.199 2.929 1.895 -0.35
C -0.937903 3.273698 1.045566 -0.622 0.323 0.111 0.00
C -1.729903 4.035468 1.963486 0.164 -1.720 -1.086 -0.01
C -1.215123 5.030028 2.724156 -0.485 0.253 -0.865 -0.37
O -1.970353 5.777408 3.565166 0.280 0.542 0.727 0.06
O 1.154317 3.053328 -0.184964 -0.229 -0.953 -0.424 0.06
H 0.393667 6.353958 2.873396 0.333 0.020 0.075 0.12
H 1.758987 5.314108 1.163716 0.169 -0.097 -0.281 0.11
H -1.428423 2.453708 0.542176 0.081 -0.129 -0.194 0.11
H -2.793823 3.858558 2.019926 -0.120 -0.488 0.059 0.12
H -2.911763 5.616038 3.468726 0.016 -0.301 -0.123 0.11
H 2.051057 3.379988 -0.081324 0.159 0.100 -0.111 0.12
C 7.983387 1.562708 1.676376 -0.404 0.585 1.113 -0.03
C 7.536647 0.808908 0.624296 0.055 -0.652 -0.853 -0.04
C 6.201637 0.554118 0.437976 -2.569 -0.118 0.669 -0.31
C 5.206917 0.993958 1.403256 2.344 0.340 -1.211 0.01
C 5.683437 1.760928 2.454656 0.589 0.092 0.084 -0.01
C 7.065037 2.052588 2.594906 -1.001 -1.804 -1.475 -0.36
O 7.469647 2.658288 3.707806 0.233 1.305 1.775 0.05
O 5.795547 -0.104462 -0.697284 1.367 0.977 -0.163 0.01
H 9.025917 1.750518 1.886746 0.226 -0.065 -0.272 0.11
H 8.208507 0.333118 -0.074724 0.177 0.188 -0.132 0.12
H 4.156837 0.808418 1.232066 -0.049 -0.138 0.087 0.10
H 5.038317 2.135018 3.235856 -0.191 -0.014 0.056 0.11
H 8.278647 2.265248 4.043426 0.092 0.055 -0.136 0.11
H 5.199367 -0.836052 -0.521364 -0.563 -0.360 0.362 0.02
C 0.626717 -0.957432 4.970906 -0.648 -0.445 2.717 -0.02
C 0.952527 -0.716052 3.681756 -0.151 -0.911 -1.428 -0.03
C 1.179287 0.545378 3.220436 0.180 0.298 1.212 -0.33
C 1.171227 1.624448 4.089806 -0.154 -1.020 0.534 0.00
C 0.871177 1.349688 5.423546 -0.306 -0.060 0.906 0.00
C 0.596847 0.049858 5.924606 0.916 1.605 -1.833 -0.31
O 0.424217 -0.241392 7.251616 -0.356 0.098 -0.494 0.05
O 1.411697 0.718618 1.903686 0.161 0.842 -0.549 0.02
H 0.303637 -1.892222 5.404706 0.309 -0.632 -0.598 0.12
H 0.988157 -1.502952 2.942886 -0.086 -0.297 0.020 0.12
H 1.470727 2.600008 3.736276 -0.261 0.291 0.133 0.12
H 0.806977 2.183388 6.107086 0.200 0.172 0.199 0.11
H 0.000407 0.521318 7.651926 0.014 0.079 0.312 0.10
H 1.199667 1.647358 1.785046 0.092 0.441 -0.787 0.08
C -0.781743 -0.695652 -0.307574 0.824 0.661 -0.084 -0.04
C -1.976653 -0.941252 -0.937574 0.470 0.321 0.483 -0.06
C -1.943743 -1.339632 -2.241044 -2.076 -0.648 0.780 -0.33
C -0.765573 -1.626012 -2.879744 -0.293 -0.192 -1.554 -0.03
C 0.441237 -1.285532 -2.320274 0.560 0.155 1.621 0.01
C 0.427137 -0.776762 -1.027024 -0.204 0.080 1.046 -0.26
O 1.618767 -0.434252 -0.402274 -0.281 -0.808 -1.445 0.01
O -3.182433 -1.530742 -2.834784 0.694 -0.214 -2.403 0.00
H -0.789673 -0.361262 0.719326 0.259 -0.008 0.031 0.06
H -2.938933 -0.830592 -0.459894 0.039 0.092 0.262 0.10
H -0.806643 -2.096532 -3.850984 -0.018 0.153 -0.088 0.05
H 1.429737 -1.485892 -2.706414 -0.149 -0.033 -0.662 0.12
H 1.427197 0.101198 0.371156 -0.015 -0.014 0.529 0.03
H -4.003873 -1.625872 -2.347144 0.469 -0.046 0.999 0.09
C 0.943367 -3.967082 -5.890254 0.818 1.019 -0.321 -2.12
Cl 0.624017 -2.276552 -6.344604 0.165 0.314 0.072 0.52
Cl 1.179127 -4.844592 -7.370764 -0.088 -0.665 -0.463 0.55
Cl 2.403427 -4.079172 -4.913814 0.430 0.152 0.127 0.53
Cl -0.363313 -4.509872 -4.946104 -1.301 -0.917 0.540 0.60
C -3.031283 -3.059382 2.185276 -0.683 0.582 -1.190 -1.98
Cl -3.434723 -3.653942 3.751296 0.212 -0.618 0.525 0.57
Cl -1.813103 -4.021702 1.300066 -0.211 0.508 0.698 0.53
Cl -4.548963 -3.130902 1.168146 0.685 0.259 0.339 0.48
Cl -2.538113 -1.339232 2.394486 -0.097 -0.734 -0.172 0.56